1.
Density functional theory data (ωB97M-V/def2-TZVPD) for a 2-piece molecular cluster, C3H8NOP overall in a non-equilibrium geometry.

Structure (XYZ):
```
14
Properties=species:S:1:pos:R:3:nbo_charge:R:1
C 0.504 -0.243 -0.213 0.668
C 0.417 -0.252 -2.684 -0.461
C -0.735 -0.204 2.678 -0.963
N -0.063 0.192 -1.360 -0.660
O 1.423 -0.996 0.022 -0.581
P -0.889 1.100 1.381 0.270
H 0.553 0.645 -3.378 0.207
H 1.520 -0.556 -2.720 0.232
H -0.305 -1.010 -3.236 0.212
H 0.029 -1.015 2.486 0.249
H -1.597 -0.752 2.828 0.222
H -0.199 0.110 3.666 0.238
H -0.610 1.010 -1.444 0.417
H -0.049 1.971 1.974 -0.051
```

- LUMO (eV) = 0.4
- frontier orbital gap (eV) = 8.509
- electronic energy (eV) = -16064.4995
- spin multiplicity = 1
- HOMO level (eV) = -8.12



2.
Density functional theory data (ωB97M-V/def2-TZVPD) for a 2-piece molecular cluster, C3H10N2O overall in a non-equilibrium geometry.

Structure (XYZ):
```
16
Properties=species:S:1:pos:R:3:nbo_charge:R:1
C 0.225 -1.566 1.009 -0.053
C -0.534 0.342 -0.428 -0.033
C -0.692 -1.136 -0.143 -0.472
N 0.753 0.768 -0.725 -0.542
N 0.805 2.198 -0.651 -0.714
O 0.136 -0.695 2.135 -0.722
H 0.709 0.058 1.952 0.470
H -1.438 0.526 -1.715 -0.046
H 1.503 2.599 -1.266 0.355
H 1.110 2.496 0.276 0.338
H 1.255 -1.627 0.649 0.183
H -0.078 -2.554 1.359 0.184
H -0.412 0.640 -1.694 0.385
H -1.175 1.001 0.166 0.220
H -1.737 -1.331 0.105 0.218
H -0.430 -1.719 -1.028 0.229
```

- LUMO (eV) = 0.8
- frontier orbital gap (eV) = 8.717
- electronic energy (eV) = -8295.2451
- spin multiplicity = 1
- HOMO level (eV) = -7.96



3.
Density functional theory data (ωB97M-V/def2-TZVPD) for an isolated ion of composition C5H9ClN3O2 and charge +1 in a non-equilibrium geometry.

Structure (XYZ):
```
20
Properties=species:S:1:pos:R:3:nbo_charge:R:1
C -0.829 -1.873 -0.806 -0.431
N -0.765 -0.604 -0.255 -0.350
C -1.959 0.148 0.204 -0.224
C -1.417 1.538 0.722 -0.231
N 0.023 1.337 0.516 -0.541
C 0.226 0.119 0.101 0.595
C 1.946 -0.472 -0.139 -0.076
Cl 2.314 -1.561 1.297 0.074
N 2.717 0.756 -0.278 0.484
O 2.646 1.572 0.602 -0.370
O 3.320 0.958 -1.294 -0.276
H -0.149 -2.029 -1.558 0.226
H -0.439 -2.579 -0.127 0.229
H -1.831 -2.207 -1.058 0.256
H -2.248 -0.391 1.086 0.232
H -2.585 0.290 -0.659 0.242
H -1.841 2.350 0.108 0.235
H -1.713 1.707 1.797 0.240
H 0.755 1.903 0.770 0.453
H 1.829 -0.962 -1.030 0.232
```

- LUMO (eV) = -4.6
- frontier orbital gap (eV) = 9.798
- electronic energy (eV) = -26407.1605
- spin multiplicity = 1
- SMILES string = CN1CC[NH+]=C1[C@H](Cl)[N+](=O)[O-]
- total charge = +1
- HOMO level (eV) = -14.44



4.
Density functional theory data (ωB97M-V/def2-TZVPD) for C7H10 as an isolated structure in a non-equilibrium geometry.

Structure (XYZ):
```
17
Properties=species:S:1:pos:R:3:nbo_charge:R:1
C 1.485 -0.720 -0.224 -0.411
C 0.938 0.676 0.152 -0.206
C -0.010 0.990 -1.020 -0.422
C -0.980 -0.055 -0.649 -0.203
C -1.508 0.264 0.699 -0.420
C -0.077 -0.044 1.131 -0.207
C 0.063 -1.181 0.085 -0.212
H 1.908 -0.865 -1.226 0.195
H 2.185 -1.104 0.529 0.208
H 1.604 1.471 0.496 0.209
H 0.478 0.898 -1.995 0.215
H -0.479 1.978 -0.958 0.208
H -1.492 -0.739 -1.407 0.222
H -1.902 1.279 0.825 0.196
H -2.218 -0.458 1.116 0.216
H 0.231 -0.172 2.171 0.204
H -0.229 -2.217 0.273 0.208
```

- LUMO (eV) = 1.2
- frontier orbital gap (eV) = 10.566
- electronic energy (eV) = -7418.6698
- spin multiplicity = 1
- HOMO level (eV) = -9.39



5.
Density functional theory data (ωB97M-V/def2-TZVPD) for C17H17N7RhS4 as an isolated structure.

Structure (XYZ):
```
46
Properties=species:S:1:pos:R:3:nbo_charge:R:1
Rh 0.115 0.474 0.257 1.034
N 1.261 3.239 2.388 -0.705
C -0.008 3.238 2.029 0.319
N -0.571 2.345 1.227 -0.611
C -1.912 2.613 1.063 0.139
C -2.367 3.735 1.745 -0.296
S -1.121 4.471 2.611 0.605
C -2.678 1.764 0.225 0.134
C -4.011 1.947 -0.138 -0.294
S -4.507 0.775 -1.242 0.602
C -2.894 0.066 -1.184 0.319
N -2.066 0.679 -0.353 -0.594
N -2.578 -0.981 -1.922 -0.708
H 1.891 2.527 2.049 0.435
H 1.650 3.966 2.972 0.448
H -3.367 4.142 1.764 0.287
H -4.690 2.721 0.189 0.287
H -3.237 -1.410 -2.555 0.447
H -1.625 -1.315 -1.937 0.432
N 3.844 -0.036 -5.895 -0.743
C 3.847 -0.803 -4.799 0.030
S 4.910 -1.995 -4.461 0.016
C 2.842 -0.464 -3.748 0.017
C 2.660 0.844 -3.306 -0.238
C 1.826 1.084 -2.232 0.066
N 1.155 0.106 -1.605 -0.559
C 1.305 -1.158 -2.056 0.012
C 2.127 -1.478 -3.107 -0.188
H 4.532 -0.212 -6.612 0.436
H 3.101 0.610 -6.106 0.403
H 3.195 1.668 -3.759 0.259
H 1.691 2.090 -1.856 0.210
H 0.780 -1.935 -1.512 0.211
H 2.258 -2.507 -3.412 0.275
S 1.058 -1.198 1.585 -0.176
C 0.016 -1.907 2.797 0.090
N 0.617 -2.249 3.961 -0.447
C 0.005 -2.904 4.966 0.105
C -1.316 -3.250 4.846 -0.227
C -1.981 -2.914 3.669 -0.074
C -1.319 -2.248 2.650 -0.247
H 1.602 -2.026 4.059 0.454
H 0.609 -3.131 5.833 0.263
H -1.809 -3.781 5.647 0.277
H -3.019 -3.194 3.544 0.258
H -1.819 -2.012 1.721 0.235
```

- LUMO (spin up / spin down) (eV) = -9.3 / -12.0
- frontier orbital gap (spin up / spin down) (eV) = 5.357 / 2.642
- electronic energy (eV) = -74659.4430
- ⟨S²⟩ = 6.047
- spin multiplicity = 5
- total charge = +3
- HOMO level (spin up / spin down) (eV) = -14.63 / -14.61



6.
Density functional theory data (ωB97M-V/def2-TZVPD) for a 3-piece molecular cluster, C28H53BCl2FN2O5 overall in a non-equilibrium geometry.

Structure (XYZ):
```
92
Properties=species:S:1:pos:R:3:lowdin_charge:R:1
C 0.362 -3.449 2.787 -0.063
C 1.935 -3.323 2.908 -0.181
O 2.378 -1.930 2.868 -0.065
C 2.744 -1.630 1.543 -0.467
O 3.889 -1.744 1.230 0.157
C 1.596 -1.155 0.599 -0.068
C 0.702 -0.058 1.332 -0.146
C 0.062 0.825 0.197 -0.063
C -1.242 1.561 0.589 -0.084
N -2.238 1.892 -0.316 0.058
C -2.310 1.602 -1.765 -0.249
C -2.707 0.062 -1.891 -0.036
C -0.998 1.982 -2.563 -0.165
C -0.383 0.786 -3.404 -0.096
C -3.261 2.547 0.375 0.013
B -4.674 3.134 -0.095 -0.418
C -6.113 2.673 0.454 -0.009
O -4.664 4.116 -1.103 0.115
C -2.946 2.658 1.775 -0.090
C -3.768 3.273 2.925 -0.108
C -3.883 4.840 2.885 -0.129
C -2.503 5.504 3.261 -0.187
F -2.407 5.833 4.622 -0.060
N -1.668 2.039 1.792 0.021
C -0.938 1.951 3.049 -0.664
Cl 0.316 3.107 3.528 0.710
C -1.258 0.888 3.838 -0.647
C -2.345 -0.167 3.463 -0.058
Cl -0.385 0.660 5.376 0.670
H -0.097 -3.436 3.808 0.081
H 0.130 -4.447 2.323 0.084
H -0.098 -2.681 2.125 0.042
H 2.257 -3.829 3.852 0.134
H 2.373 -3.827 2.002 0.121
H 0.947 -2.042 0.381 0.124
H 2.065 -0.775 -0.337 0.124
H -0.026 -0.541 2.017 0.079
H 1.438 0.603 1.869 0.130
H 0.766 1.579 -0.230 0.139
H -0.210 0.135 -0.648 0.094
H -3.151 2.146 -2.269 0.152
H -1.895 -0.624 -1.561 0.074
H -3.116 -0.178 -2.902 0.096
H -3.562 -0.093 -1.172 0.092
H -1.181 2.805 -3.305 0.123
H -0.188 2.354 -1.892 0.093
H -1.149 0.345 -4.083 0.078
H 0.432 1.206 -4.047 0.080
H 0.071 -0.004 -2.749 0.066
H -5.965 2.012 1.341 0.060
H -6.602 2.075 -0.360 0.089
H -6.774 3.555 0.673 0.091
H -5.593 4.291 -1.345 0.112
H -3.413 2.929 3.930 0.136
H -4.815 2.870 2.827 0.111
H -4.148 5.231 1.869 0.117
H -4.690 5.204 3.577 0.135
H -1.692 4.778 3.006 0.063
H -2.361 6.431 2.648 0.128
H -2.676 -0.666 4.405 0.090
H -3.234 0.381 3.042 0.083
H -2.018 -0.881 2.672 0.079
C 4.175 3.752 -5.053 -0.075
C 3.493 3.863 -3.701 -0.276
O 2.863 2.659 -3.281 -0.187
C 3.706 1.526 -3.128 -0.284
C 4.811 1.720 -2.104 -0.074
H 3.459 3.444 -5.818 0.083
H 4.602 4.715 -5.341 0.082
H 4.982 3.019 -5.045 0.068
H 2.705 4.616 -3.762 0.117
H 4.193 4.211 -2.934 0.108
H 4.116 1.227 -4.097 0.111
H 3.061 0.706 -2.800 0.103
H 5.494 2.522 -2.388 0.070
H 5.397 0.805 -2.000 0.083
H 4.389 1.980 -1.130 0.078
C 2.972 -6.490 -2.215 -0.076
C 2.520 -5.840 -0.920 -0.291
O 1.259 -6.297 -0.461 -0.176
C 1.153 -7.685 -0.178 -0.279
C 2.112 -8.164 0.898 -0.077
H 2.232 -6.328 -3.002 0.083
H 3.925 -6.068 -2.539 0.080
H 3.104 -7.568 -2.106 0.069
H 2.415 -4.764 -1.082 0.110
H 3.273 -5.962 -0.133 0.106
H 1.269 -8.269 -1.097 0.108
H 0.129 -7.851 0.164 0.118
H 3.155 -8.033 0.603 0.068
H 1.955 -9.225 1.102 0.081
H 1.961 -7.603 1.823 0.077
```

- LUMO (eV) = -2.6
- frontier orbital gap (eV) = 8.790
- electronic energy (eV) = -71545.2760
- spin multiplicity = 1
- total charge = +1
- HOMO level (eV) = -11.41



7.
Density functional theory data (ωB97M-V/def2-TZVPD) for a 8-piece molecular cluster, C25H61N8O8 overall in a non-equilibrium geometry.

Structure (XYZ):
```
102
Properties=species:S:1:pos:R:3:lowdin_charge:R:1
C -0.334 -1.285 1.388 0.008
C 0.262 -0.168 0.481 -0.298
C 0.176 1.184 1.091 -0.146
O -1.190 1.362 1.482 -0.171
C -1.583 2.620 1.863 -0.134
N 1.632 -0.571 0.031 0.195
H 1.597 -1.494 -0.372 0.066
H 2.004 0.393 -0.451 0.146
H 2.355 -0.590 0.820 0.107
H -1.400 -0.965 1.620 0.104
H 0.402 -1.426 2.236 0.107
H -0.538 -2.215 1.043 -0.002
H -0.282 -0.028 -0.370 0.098
H 0.367 1.930 0.358 0.112
H 0.692 1.118 1.948 0.094
H -2.690 2.504 2.084 0.126
H -1.314 3.498 1.295 0.079
H -1.110 2.903 2.755 0.061
C 3.795 1.451 2.641 -0.009
C 3.246 0.169 2.939 -0.545
O 2.459 -0.056 3.848 0.076
N 3.631 -0.899 2.082 -0.010
C 3.365 -2.298 2.322 -0.044
H 3.470 1.711 1.547 0.106
H 4.926 1.643 2.853 0.139
H 3.290 2.186 3.209 0.073
H 4.258 -0.712 1.416 0.078
H 2.620 -2.740 1.710 0.047
H 3.114 -2.554 3.365 0.120
H 4.269 -2.641 2.184 0.036
C 4.287 -3.494 -1.860 -0.007
C 2.926 -3.759 -1.237 -0.446
O 2.091 -2.740 -1.454 -0.106
N 2.664 -4.735 -0.397 -0.014
C 1.409 -4.888 0.224 -0.137
H 4.214 -2.781 -2.736 0.101
H 4.531 -4.371 -2.431 0.066
H 5.067 -3.247 -1.069 0.109
H 3.546 -5.217 0.026 0.214
H 1.418 -4.819 1.434 0.123
H 0.961 -5.913 -0.134 0.109
H 0.383 -4.201 0.126 0.129
C -0.317 1.259 -4.530 0.022
C 0.068 -0.092 -3.964 -0.528
O 0.496 -0.177 -2.806 0.025
N -0.136 -1.200 -4.696 -0.010
C 0.244 -2.503 -4.254 -0.082
H -1.188 1.287 -5.038 0.047
H 0.388 1.711 -5.159 0.074
H -0.506 1.782 -3.683 0.047
H -0.494 -1.023 -5.746 0.213
H -0.403 -3.230 -4.883 0.123
H -0.022 -2.634 -3.186 0.080
H 1.224 -2.726 -4.228 0.031
C 3.736 0.971 -2.725 0.026
C 2.932 1.914 -1.964 -0.514
O 2.759 1.858 -0.705 -0.041
N 2.310 2.893 -2.578 0.057
C 1.338 3.915 -1.985 0.013
H 4.661 1.398 -3.069 0.104
H 3.413 0.575 -3.679 0.102
H 4.016 0.265 -2.105 0.028
H 2.176 2.893 -3.654 0.177
H 0.726 3.447 -1.312 0.030
H 0.750 4.366 -2.790 0.104
H 1.836 4.466 -1.293 0.056
C -1.011 9.042 4.674 0.015
C -1.408 7.486 4.691 -0.607
O -1.109 6.792 5.596 0.074
N -2.211 7.070 3.720 -0.012
C -2.531 5.598 3.501 -0.024
H -0.015 9.169 5.159 0.094
H -1.729 9.668 5.021 0.023
H -1.066 9.344 3.601 0.067
H -2.407 7.784 2.893 0.183
H -2.814 5.161 4.389 0.055
H -1.497 5.259 3.406 0.083
H -3.267 5.429 2.799 0.059
C -4.781 -0.571 1.053 0.027
C -4.306 -1.804 1.957 -0.483
O -4.905 -1.847 3.062 -0.008
N -3.382 -2.686 1.566 -0.020
C -2.823 -3.796 2.358 -0.069
H -3.917 -0.243 0.561 0.022
H -5.254 0.145 1.693 0.075
H -5.377 -0.846 0.240 0.047
H -3.126 -2.828 0.546 0.099
H -2.107 -3.563 3.071 0.031
H -2.087 -4.551 1.738 0.128
H -3.784 -4.136 2.862 0.106
C -3.243 -1.063 -2.493 0.003
C -2.889 -2.527 -2.030 -0.475
O -2.211 -2.741 -1.042 0.008
N -3.316 -3.537 -2.908 0.048
C -3.230 -4.971 -2.493 -0.028
H -2.844 -0.846 -3.599 0.112
H -3.022 -0.264 -1.702 0.094
H -4.299 -0.980 -2.630 0.048
H -3.469 -3.319 -3.815 0.080
H -4.118 -5.445 -2.743 0.062
H -3.050 -5.338 -1.551 0.055
H -2.395 -5.341 -3.068 0.082
```

- LUMO (eV) = -2.1
- frontier orbital gap (eV) = 8.551
- electronic energy (eV) = -55203.3313
- spin multiplicity = 1
- total charge = +1
- HOMO level (eV) = -10.61



8.
Density functional theory data (ωB97M-V/def2-TZVPD) for C28H30NOSeTm as an isolated structure in a non-equilibrium geometry.

Structure (XYZ):
```
62
Properties=species:S:1:pos:R:3:nbo_charge:R:1
C 3.085 0.054 2.994 -0.381
C 2.817 -0.836 1.907 -0.341
C 2.111 -0.102 0.900 -0.337
H 3.172 -1.863 1.820 0.249
C 1.923 1.231 1.370 -0.335
C 2.541 1.337 2.660 -0.378
H 1.490 2.032 0.774 0.277
C -1.214 -1.889 2.262 -0.497
C -0.064 -2.549 1.704 -0.421
C -0.090 -2.344 0.295 -0.271
H 0.614 -3.199 2.263 0.225
C -1.209 -1.529 -0.027 -0.114
C -1.875 -1.223 1.189 -0.225
H 1.826 -0.445 -0.095 0.275
H 2.672 2.259 3.229 0.248
H 3.681 -0.171 3.879 0.245
H -2.807 -0.661 1.243 0.208
H 0.560 -2.825 -0.439 0.215
H -1.575 -1.979 3.288 0.238
Tm 0.615 -0.152 2.833 1.520
C -1.770 -1.256 -1.412 -0.029
C -3.100 -2.034 -1.521 -0.597
C -0.828 -1.767 -2.510 -0.618
H -2.950 -3.096 -1.294 0.217
H -3.502 -1.971 -2.538 0.193
H -3.853 -1.639 -0.830 0.209
H -0.690 -2.851 -2.403 0.214
H 0.151 -1.267 -2.462 0.221
H -1.281 -1.575 -3.494 0.205
C -2.094 0.274 -1.602 -0.488
C -1.070 1.138 -2.336 0.686
H -2.234 0.757 -0.626 0.251
H -3.045 0.347 -2.154 0.197
O -0.134 1.690 -1.757 -0.638
N -1.250 1.296 -3.684 -0.628
C -0.353 2.204 -4.401 -0.258
H -2.173 1.136 -4.074 0.398
C 1.076 1.729 -4.333 0.075
C 2.044 2.478 -3.657 -0.218
H 1.770 3.470 -3.292 0.215
C 3.308 1.940 -3.421 -0.201
H 4.037 2.516 -2.850 0.213
C 3.620 0.662 -3.899 -0.224
H 4.580 0.209 -3.651 0.213
C 2.709 -0.014 -4.717 -0.216
H 2.979 -0.974 -5.158 0.212
C 1.442 0.528 -4.957 -0.245
H 0.731 0.019 -5.612 0.210
H -0.430 3.211 -3.971 0.202
H -0.684 2.239 -5.443 0.208
Se -1.050 1.948 2.155 -0.122
C -1.261 1.248 3.905 -0.219
C -2.458 0.609 4.304 -0.207
C -2.455 -0.223 5.417 -0.182
C -1.277 -0.461 6.138 -0.231
C -0.099 0.218 5.807 -0.208
C -0.130 1.193 4.792 -0.414
H -3.359 0.768 3.711 0.240
H -3.388 -0.688 5.741 0.226
H -1.301 -1.140 6.995 0.227
H 0.817 0.064 6.385 0.231
H 0.686 1.916 4.662 0.276
```

- LUMO (spin up / spin down) (eV) = -0.2 / -0.1
- frontier orbital gap (spin up / spin down) (eV) = 6.788 / 6.828
- electronic energy (eV) = -127936.4437
- ⟨S²⟩ = 2.003
- spin multiplicity = 3
- HOMO level (spin up / spin down) (eV) = -6.95 / -6.97